P:
Entry from the Open Molecules 2025 dataset: the ion C7H9N4 with charge +1 (wB97M-V/def2-TZVPD).

ORCA input file:
```
! wB97M-V def2-TZVPD RIJCOSX def2/J DEFGRID3
* xyz 1 1
N 0.75524 0.83857 -0.04965
N 1.64103 -1.33074 -0.10312
N -0.97373 -0.81113 -0.31101
N -1.63078 -1.94859 -0.11973
C -0.48623 1.43774 -0.04826
C -1.47126 0.42140 -0.03487
C 3.12268 0.46724 0.04634
C 0.72996 -0.48703 -0.21822
C -2.92679 0.58918 0.12526
C 2.05104 1.38401 0.05398
C 2.87890 -0.92801 0.06960
H 2.16261 2.43432 -0.24808
H -3.12883 -0.43681 0.70634
H -0.74429 2.36225 0.35045
H -1.39245 -2.49535 0.72635
H 3.71749 -1.65917 0.18700
H -3.25751 1.42792 0.66632
H 4.01754 0.91447 0.05381
H -1.60596 -2.59028 -0.92201
H -3.45869 0.41002 -0.93049
*
```

Calculated values
SMILES string ... Cc1cn2cccnc2[n+]1N
Orbital gap (alpha / beta) ... 0.2903 / 0.2902 Ha

=====

Q:
Entry from the Open Molecules 2025 dataset: a cluster of 2 separate species, C7H9N4 in total (wB97M-V/def2-TZVPD).

ORCA input file:
```
! wB97M-V def2-TZVPD RIJCOSX def2/J DEFGRID3
* xyz 1 1
N 0.48258 2.18714 -2.05580
N 0.55769 3.27217 -1.95250
N 1.04464 -0.49462 -0.67479
N -0.38201 1.24069 0.98647
C -0.63464 -2.02122 -0.89780
C 0.45660 -2.61966 -1.33502
C 1.60660 -1.66436 -1.36246
C -1.08875 0.17542 0.37251
C -0.53009 1.64065 2.11465
C -0.19091 -0.79066 -0.30466
C -0.76380 2.39416 3.16612
H -0.46488 2.18632 4.18420
H -1.62517 -2.29134 -0.64017
H 2.05216 -1.56921 -2.41080
H -1.21619 3.39605 3.06753
H 0.28728 -3.41273 -1.96889
H -1.79653 -0.23114 1.03450
H -1.80397 0.65643 -0.44421
H 1.73256 0.11905 -0.28033
H 2.27683 -2.17313 -0.59855
*
```

Calculated values
Orbital gap ... 0.2747 Ha

=====

What are the relative energies? In kJ/mol: P 93.8; Q 0.0.

=====

P:
Entry from the Open Molecules 2025 dataset: a cluster of 2 separate species, C5H7ClN2O7 in total (wB97M-V/def2-TZVPD).

ORCA input file:
```
! wB97M-V def2-TZVPD RIJCOSX def2/J DEFGRID3
* xyz 0 1
Cl 2.28246 0.55664 1.63057
O 0.47311 -1.94953 -0.58202
O 3.97950 0.16312 -0.34654
O 2.89810 -1.24662 -1.54021
O 0.58298 -1.67858 1.55513
O -1.31362 0.25534 -0.83608
O 1.66779 2.13245 -1.04476
O -0.75701 2.10371 0.29601
N 2.99786 -0.47522 -0.65498
N 0.86433 -1.41218 0.39737
C -0.53747 1.17917 -0.49459
C -2.25479 -0.78946 1.18250
C 0.82433 1.08820 -1.09375
C -2.53805 -0.01771 -0.08105
C 1.69759 -0.22553 0.22576
H -3.17325 -0.98034 1.74322
H -2.00115 -1.73538 0.81449
H -3.23105 0.84585 0.12479
H -3.10412 -0.73224 -0.74330
H -1.54544 -0.31074 1.69502
H 0.82638 0.48461 -2.00935
H 1.36150 2.74443 -0.23822
*
```

Calculated values
Orbital gap ... 0.3474 Ha

=====

Q:
Entry from the Open Molecules 2025 dataset: the molecule C5H7ClN2O7 (wB97M-V/def2-TZVPD).

ORCA input file:
```
! wB97M-V def2-TZVPD RIJCOSX def2/J DEFGRID3
* xyz 0 1
Cl -2.94955 -0.46497 2.98350
O -0.07803 -0.66017 0.48024
O -0.59089 1.43522 1.07450
O -2.14087 -2.31241 4.94343
O -0.38286 0.84919 3.70553
O 0.03068 -2.83813 2.03136
O -2.02706 -2.80098 1.52290
O -0.07252 -1.69889 5.04912
N -1.09896 -2.45968 2.12324
N -1.15997 -1.77684 4.49736
C -0.27915 0.30593 1.33396
C -1.34027 -1.23935 3.08503
C -1.31311 0.23150 -1.37303
C -0.19086 -0.15419 2.81411
C 0.11163 -0.26410 -0.88026
H -0.33984 1.67681 3.17129
H 0.33807 -1.20785 -1.33001
H -1.93962 -0.55548 -1.90408
H 0.78932 0.59167 -0.89846
H -1.91699 0.60363 -0.51834
H 0.79217 -0.72270 2.90139
H -1.09223 1.10665 -1.97901
*
```

Calculated values
SMILES string ... CCOC(=O)[C@@H](O)C(Cl)([N+](=O)[O-])[N+](=O)[O-]
Orbital gap ... 0.3896 Ha

=====

What are the relative energies? In kJ/mol: P 132.4; Q 0.0.

=====

P:
Entry from the Open Molecules 2025 dataset: the molecule C6H6S2 (wB97M-V/def2-TZVPD).

ORCA input file:
```
! wB97M-V def2-TZVPD RIJCOSX def2/J DEFGRID3
* xyz 0 1
S 2.81082 -1.83347 -0.03947
S -1.78345 -2.58795 0.35354
C -1.70638 -1.01875 -0.14431
C 1.36566 -1.28898 -0.46264
C -1.13226 1.42907 -0.39671
C 1.36471 0.95598 0.84734
C 0.71821 -0.13184 0.16689
C -0.70643 0.14239 -0.11787
H -0.50400 2.24491 -0.41111
H 0.92848 -1.86234 -1.27696
H -2.20878 1.91996 -0.35792
H 0.91394 1.85987 1.25570
H -2.64032 -0.66337 -0.32599
H 2.57977 0.83452 0.90952
*
```

Calculated values
SMILES string ... C=C(C=S)C(=C)C=S
Orbital gap ... 0.2771 Ha

=====

Q:
Entry from the Open Molecules 2025 dataset: the molecule C6H6S2 (wB97M-V/def2-TZVPD).

ORCA input file:
```
! wB97M-V def2-TZVPD RIJCOSX def2/J DEFGRID3
* xyz 0 1
S -2.60615 1.35002 -0.11363
S 2.11676 1.52375 0.37481
C 1.31989 -1.02587 -0.21357
C 0.07044 1.12102 -0.45001
C -0.91927 -0.75212 0.50639
C -1.09261 0.49020 0.03566
C 0.31477 -1.34324 0.58758
C 1.24105 0.28918 -0.94794
H 0.02928 2.13923 -0.71818
H 0.20040 -2.38452 0.99533
H 2.20044 -1.61213 -0.30903
H -1.61214 -1.32983 1.03708
H -2.92458 1.15995 1.17452
H 1.66173 0.37436 -1.95900
*
```

Calculated values
SMILES string ... SC1=CC=C[C@@H]2S[C@H]12
Orbital gap (alpha / beta) ... 0.2656 / 0.2656 Ha

=====

What are the relative energies? In kJ/mol: P 105.2; Q 0.0.